Record 1
C43H42N7O8S3Ti as an isolated structure at a distorted geometry, computed with ωB97M-V/def2-TZVPD.

CARTESIAN COORDINATES (ANGSTROEM)
Ti1 -0.467 -0.240 0.436
S1 -2.329 1.491 0.212
C1 -1.203 2.482 1.031
S2 0.458 2.025 0.777
C2 -1.557 3.557 1.831
C3 -2.922 3.860 2.130
N1 -4.013 4.114 2.402
C4 -0.557 4.380 2.439
N2 0.237 5.062 2.927
O1 0.966 -0.500 -1.427
C5 0.966 -1.252 -2.645
C6 1.988 -2.359 -2.562
C7 1.930 -3.120 -1.225
C8 2.942 -2.602 -0.230
C9 3.488 -3.409 0.762
C10 4.447 -2.879 1.605
C11 4.849 -1.562 1.431
C12 4.227 -0.817 0.445
N3 3.297 -1.323 -0.363
H1 1.847 -0.648 -0.998
H2 1.166 -0.592 -3.492
H3 -0.028 -1.665 -2.787
H4 2.986 -1.936 -2.687
H5 1.812 -3.035 -3.403
H6 2.109 -4.184 -1.389
H7 0.938 -3.030 -0.768
H8 3.144 -4.429 0.880
H9 4.874 -3.485 2.394
H10 5.598 -1.111 2.068
H11 4.476 0.227 0.285
O2 -4.659 -2.898 5.215
C13 -3.942 -1.683 5.411
C14 -3.049 -1.410 4.239
C15 -2.043 -0.400 4.370
C16 -1.261 -0.102 3.314
N4 -1.433 -0.688 2.082
C17 -2.402 -1.663 1.932
C18 -3.194 -2.043 3.054
C19 -2.615 -2.083 0.620
C20 -3.665 -2.945 0.214
C21 -3.988 -3.102 -1.094
C22 -5.088 -4.033 -1.523
O3 -4.883 -5.386 -1.099
C23 -3.274 -2.307 -2.054
C24 -2.265 -1.507 -1.659
N5 -1.827 -1.427 -0.344
H12 -5.315 -2.974 5.914
H13 -3.338 -1.732 6.325
H14 -4.639 -0.843 5.522
H15 -1.898 0.126 5.305
H16 -0.469 0.634 3.385
H17 -3.938 -2.820 2.956
H18 -4.237 -3.471 0.969
H19 -5.193 -3.988 -2.612
H20 -6.044 -3.745 -1.084
H21 -3.966 -5.607 -1.291
H22 -3.554 -2.329 -3.101
H23 -1.773 -0.844 -2.357
C25 2.290 6.082 -0.052
C26 1.587 4.842 -0.592
C27 1.006 5.127 -1.971
N6 0.122 4.096 -2.529
C28 0.266 2.771 -2.636
S3 -1.005 1.788 -3.051
N7 1.514 2.189 -2.375
C29 2.795 2.524 -2.729
O4 3.742 1.949 -2.227
C30 2.997 3.547 -3.807
C31 4.122 4.356 -3.732
C32 4.357 5.311 -4.709
C33 3.478 5.436 -5.778
C34 2.382 4.591 -5.880
C35 2.138 3.644 -4.894
H24 2.644 5.904 0.963
H25 1.609 6.936 -0.018
H26 3.147 6.357 -0.674
H27 0.790 4.537 0.086
H28 2.295 4.013 -0.636
H29 1.808 5.341 -2.679
H30 0.389 6.024 -1.907
H31 -0.844 4.360 -2.650
H32 1.426 1.317 -1.854
H33 4.796 4.232 -2.893
H34 5.223 5.955 -4.639
H35 3.653 6.189 -6.537
H36 1.714 4.667 -6.728
H37 1.288 2.976 -4.980
O5 0.781 -2.695 2.360
C36 1.332 -1.623 2.228
O6 1.165 -0.829 1.182
C37 2.316 -1.128 3.244
C38 2.835 0.155 3.167
C39 3.784 0.610 4.091
C40 4.168 -0.276 5.063
O7 5.083 -0.084 6.065
C41 5.150 -1.317 6.782
O8 4.202 -2.215 6.214
C42 3.639 -1.550 5.149
C43 2.704 -2.009 4.264
H38 2.493 0.811 2.378
H39 4.195 1.608 4.040
H40 4.909 -1.142 7.831
H41 6.155 -1.736 6.691
H42 2.277 -3.001 4.314

Output
gap between HOMO and LUMO (spin up / spin down): 5.302 / 5.324 eV
F_max: 0.0450 Eh/bohr
charge: -1
calculated total energy: -4693.2340 hartree
energy relative to the best compared isomer or geometry (same formula, charge and spin): 0.00 kcal/mol

Record 2
C43H43BrCdN6O2S as an isolated structure, computed with ωB97M-V/def2-TZVPD.

CARTESIAN COORDINATES (ANGSTROEM)
Cd1 0.191 1.102 0.593
C1 -5.181 0.391 2.562
C2 -5.114 1.245 1.464
C3 -3.932 1.884 1.134
C4 -2.766 1.699 1.898
C5 -2.854 0.845 3.005
C6 -4.037 0.197 3.324
N1 -1.546 2.261 1.552
C7 -1.497 3.599 1.266
C8 -2.412 4.541 1.775
C9 -2.291 5.899 1.523
C10 -1.243 6.389 0.749
C11 -0.317 5.496 0.230
C12 -0.426 4.125 0.466
N2 0.464 3.203 -0.027
N3 1.394 3.601 -0.867
C13 2.222 2.594 -1.257
C14 3.172 2.885 -2.268
C15 4.000 1.899 -2.724
C16 3.905 0.606 -2.182
C17 2.968 0.399 -1.195
N4 2.156 1.350 -0.727
H1 -6.106 -0.116 2.811
H2 -5.991 1.400 0.845
H3 -3.885 2.533 0.268
H4 -1.970 0.706 3.614
H5 -4.061 -0.461 4.186
H6 -3.225 4.182 2.394
H7 -3.019 6.584 1.946
H8 -1.144 7.453 0.562
H9 0.514 5.832 -0.375
H10 3.195 3.893 -2.659
H11 4.722 2.114 -3.505
H12 4.544 -0.202 -2.506
H13 2.860 -0.575 -0.732
N5 0.501 -0.587 2.301
C18 0.294 -0.431 3.682
C19 -0.528 -1.326 4.365
C20 -0.830 -1.144 5.703
C21 -0.301 -0.057 6.383
C22 0.526 0.826 5.706
C23 0.844 0.670 4.358
C24 1.656 1.719 3.689
C25 1.247 3.044 3.831
C26 1.976 4.101 3.318
C27 3.154 3.819 2.633
C28 3.582 2.518 2.469
C29 2.847 1.421 2.979
H14 1.522 -0.598 2.119
H15 0.074 -1.412 1.903
H16 -0.952 -2.160 3.818
H17 -1.479 -1.849 6.209
H18 -0.528 0.104 7.430
H19 0.946 1.678 6.229
H20 0.306 3.237 4.335
H21 1.606 5.114 3.401
H22 3.726 4.624 2.185
H23 4.471 2.319 1.885
C30 -2.965 -3.142 -5.536
C31 -1.435 -3.046 -5.455
C32 -0.940 -2.086 -6.545
C33 -0.855 -4.431 -5.746
C34 -1.026 -2.525 -4.079
C35 -1.432 -1.259 -3.665
C36 -1.058 -0.778 -2.433
Br1 -1.614 0.980 -1.970
C37 -0.269 -1.490 -1.483
O1 0.075 -0.978 -0.356
C38 0.121 -2.798 -1.912
C39 -0.257 -3.246 -3.176
C40 1.005 -3.764 -1.097
C41 2.375 -3.871 -1.787
C42 0.351 -5.158 -1.062
C43 1.261 -3.380 0.361
H24 -3.280 -3.498 -6.522
H25 -3.428 -2.170 -5.361
H26 -3.344 -3.830 -4.779
H27 -1.234 -2.443 -7.536
H28 0.148 -2.002 -6.513
H29 -1.352 -1.086 -6.409
H30 -1.165 -4.755 -6.744
H31 -1.208 -5.172 -5.027
H32 0.235 -4.421 -5.717
H33 -2.035 -0.626 -4.303
H34 0.090 -4.226 -3.472
H35 2.282 -4.223 -2.817
H36 3.021 -4.563 -1.241
H37 2.863 -2.896 -1.806
H38 0.246 -5.600 -2.053
H39 -0.642 -5.098 -0.612
H40 0.960 -5.834 -0.456
H41 1.736 -2.411 0.472
H42 1.919 -4.130 0.808
H43 0.329 -3.370 0.929
O2 4.684 -1.688 1.863
S1 4.689 -0.271 2.349
N6 3.195 0.103 2.815

Output
gap between HOMO and LUMO (spin up / spin down): 4.691 / 4.835 eV
F_max: 0.0129 Eh/bohr
charge: -2
calculated total energy: -5283.4291 hartree
energy relative to the best compared isomer or geometry (same formula, charge and spin): 0.00 kcal/mol

Record 3
A 6-piece molecular cluster, C43H43BrF40INO9P4S2 overall at a distorted geometry, computed with ωB97M-V/def2-TZVPD.

CARTESIAN COORDINATES (ANGSTROEM)
C1 5.751 -7.044 0.375
C2 6.739 -7.255 1.540
P1 8.040 -5.913 1.449
C3 8.698 -5.650 3.144
C4 7.128 -4.401 0.846
C5 7.356 -4.005 -0.462
P2 8.462 -4.758 -1.697
O1 9.625 -3.921 -1.976
O2 7.579 -4.881 -3.049
O3 8.819 -6.268 -1.397
C6 6.702 -2.910 -0.938
C7 5.819 -2.238 -0.188
C8 5.545 -2.615 1.098
C9 6.216 -3.686 1.626
C10 5.879 -4.075 3.054
C11 6.606 -3.300 4.188
C12 6.774 -1.798 3.973
Br1 7.826 -1.078 5.462
N1 4.575 -1.889 1.870
C13 3.350 -1.679 1.147
C14 2.169 -1.976 1.751
C15 0.974 -1.786 1.111
P3 -0.563 -2.231 1.959
S1 -1.831 -0.756 2.056
C16 0.978 -1.258 -0.146
C17 2.138 -0.941 -0.787
P4 2.086 -0.237 -2.488
O4 3.079 -1.201 -3.385
I1 3.179 1.950 -2.177
C18 3.330 -1.175 -0.116
S2 4.925 -0.837 -0.833
H1 5.067 -6.237 0.651
H2 6.277 -6.795 -0.545
H3 5.173 -7.954 0.208
H4 6.250 -7.293 2.515
H5 7.294 -8.172 1.335
H6 9.520 -6.339 3.341
H7 9.073 -4.634 3.267
H8 7.958 -5.795 3.938
H9 7.225 -4.016 -3.300
H10 9.115 -6.685 -2.230
H11 6.878 -2.564 -1.954
H12 6.018 -5.143 3.221
H13 4.813 -3.883 3.187
H14 5.989 -3.410 5.085
H15 7.580 -3.706 4.446
H16 7.303 -1.559 3.052
H17 5.815 -1.299 4.031
H18 4.974 -0.952 2.002
H19 2.169 -2.380 2.760
H20 -1.103 -3.363 1.313
H21 -0.149 -2.689 3.225
H22 0.028 -1.104 -0.658
H23 3.267 -1.998 -2.858
F1 -7.762 0.256 4.351
C19 -6.575 0.870 4.193
F2 -6.826 2.082 3.637
C20 -5.601 0.092 3.303
F3 -5.981 0.156 2.005
F4 -4.416 0.757 3.388
C21 -5.282 -1.369 3.659
O5 -6.021 -2.435 3.061
C22 -7.265 -2.815 3.523
F5 -7.469 -2.357 4.777
F6 -7.248 -4.166 3.608
C23 -8.411 -2.449 2.567
F7 -8.346 -1.170 2.156
F8 -9.596 -2.625 3.197
H24 -6.140 1.039 5.183
H25 -4.274 -1.522 3.273
H26 -5.205 -1.506 4.739
H27 -8.374 -3.092 1.684
F9 -2.632 4.271 -4.731
C24 -1.892 3.168 -4.491
F10 -2.486 2.501 -3.473
C25 -0.443 3.476 -4.106
F11 -0.374 3.980 -2.853
F12 0.178 2.264 -4.067
C26 0.402 4.358 -5.041
O6 0.494 5.765 -4.818
C27 -0.491 6.646 -5.223
F13 -1.285 6.076 -6.156
F14 0.138 7.673 -5.834
C28 -1.289 7.255 -4.058
F15 -1.719 6.322 -3.180
F16 -2.380 7.895 -4.540
H28 -1.923 2.530 -5.379
H29 1.425 4.020 -4.878
H30 0.189 4.142 -6.089
H31 -0.665 7.969 -3.514
F17 -4.849 6.632 -0.674
C29 -5.436 6.617 -1.889
F18 -6.418 7.557 -1.861
C30 -6.043 5.264 -2.263
F19 -7.167 5.027 -1.548
F20 -6.436 5.388 -3.565
C31 -5.137 4.025 -2.210
O7 -5.084 3.205 -1.047
C32 -4.325 3.540 0.058
F21 -3.391 4.461 -0.274
F22 -3.641 2.430 0.411
C33 -5.177 3.960 1.263
F23 -6.114 4.870 0.929
F24 -4.386 4.516 2.213
H32 -4.698 6.921 -2.633
H33 -5.557 3.353 -2.958
H34 -4.136 4.261 -2.562
H35 -5.688 3.093 1.686
F25 -2.656 11.252 -0.547
C34 -3.005 10.290 -1.418
F26 -1.986 10.162 -2.308
C35 -4.296 10.596 -2.185
F27 -4.090 11.566 -3.104
F28 -4.576 9.459 -2.884
C36 -5.571 10.924 -1.389
O8 -5.917 12.279 -1.111
C37 -5.340 12.986 -0.073
F29 -4.771 12.145 0.817
F30 -6.350 13.606 0.579
C38 -4.378 14.088 -0.543
F31 -3.498 13.644 -1.460
F32 -3.676 14.555 0.516
H36 -3.101 9.345 -0.874
H37 -6.383 10.592 -2.036
H38 -5.647 10.308 -0.492
H39 -4.946 14.909 -0.987
F33 2.381 -9.893 1.852
C39 2.632 -11.153 1.445
F34 3.974 -11.327 1.482
C40 2.132 -11.447 0.026
F35 2.913 -10.830 -0.890
F36 2.316 -12.787 -0.153
C41 0.655 -11.179 -0.316
O9 0.264 -9.933 -0.891
C42 0.076 -8.799 -0.126
F37 -0.085 -9.122 1.175
F38 -1.091 -8.248 -0.530
C43 1.163 -7.734 -0.340
F39 2.402 -8.251 -0.269
F40 1.055 -6.776 0.614
H40 2.178 -11.846 2.160
H41 0.428 -11.894 -1.106
H42 0.001 -11.447 0.515
H43 1.044 -7.271 -1.322

Output
gap between HOMO and LUMO: 7.655 eV
F_max: 0.0463 Eh/bohr
calculated total energy: -11424.5391 hartree
SMILES: CCP(C)c1c(P(=O)(O)O)cc2c(c1CCCBr)Nc1cc([PH2]=S)cc(P(O)I)c1S2.FC(F)C(F)(F)COC(F)(F)C(F)F.FC(F)C(F)(F)COC(F)(F)C(F)F.FC(F)C(F)(F)COC(F)(F)C(F)F.FC(F)C(F)(F)COC(F)(F)C(F)F.FC(F)C(F)(F)COC(F)(F)C(F)F

Record 4
C43H43I2N7OSbTi as an isolated structure, computed with ωB97M-V/def2-TZVPD.

CARTESIAN COORDINATES (ANGSTROEM)
Ti1 -0.121 -0.021 1.213
I1 0.834 -7.286 -1.868
C1 0.611 -5.276 -1.321
C2 1.697 -4.575 -0.829
C3 1.529 -3.249 -0.461
I2 3.168 -2.132 0.183
C4 0.288 -2.603 -0.557
O1 0.114 -1.368 -0.158
C5 -0.784 -3.324 -1.127
C6 -2.054 -2.581 -1.436
N1 -1.895 -1.622 -2.520
C7 -1.636 -2.226 -3.816
C8 -0.302 -1.829 -4.409
C9 -0.128 -1.689 -5.783
C10 1.137 -1.413 -6.272
C11 2.189 -1.280 -5.378
C12 1.917 -1.413 -4.025
N2 0.703 -1.676 -3.550
C13 -0.618 -4.652 -1.482
H1 2.665 -5.047 -0.731
H2 -2.838 -3.294 -1.706
H3 -2.406 -2.023 -0.565
H4 -1.114 -1.022 -2.272
H5 -1.616 -3.320 -3.726
H6 -2.433 -1.988 -4.530
H7 -0.975 -1.794 -6.448
H8 1.301 -1.300 -7.336
H9 3.194 -1.067 -5.716
H10 2.700 -1.301 -3.282
H11 -1.455 -5.200 -1.900
C14 -5.699 -0.559 2.113
C15 -5.366 0.627 2.759
C16 -4.045 1.008 2.921
C17 -2.998 0.198 2.446
C18 -3.350 -1.002 1.813
C19 -4.675 -1.368 1.640
N3 -1.665 0.577 2.478
C20 -1.163 1.299 3.555
C21 -1.676 1.347 4.855
C22 -1.040 2.074 5.851
C23 0.132 2.777 5.585
C24 0.686 2.722 4.318
C25 0.063 1.975 3.320
N4 0.569 1.770 2.053
N5 1.620 2.459 1.664
C26 1.875 2.179 0.355
C27 2.903 2.860 -0.327
C28 3.058 2.654 -1.673
C29 2.205 1.766 -2.344
C30 1.255 1.103 -1.599
N6 1.089 1.284 -0.290
H12 -6.735 -0.847 1.986
H13 -6.151 1.278 3.129
H14 -3.811 1.953 3.392
H15 -2.553 -1.662 1.487
H16 -4.907 -2.302 1.141
H17 -2.574 0.792 5.089
H18 -1.460 2.081 6.849
H19 0.618 3.346 6.368
H20 1.611 3.229 4.080
H21 3.525 3.545 0.232
H22 3.835 3.180 -2.216
H23 2.289 1.583 -3.406
H24 0.601 0.365 -2.049
C31 -4.843 0.340 -1.630
C32 -4.333 1.498 -0.776
Sb1 -2.180 1.589 -0.733
C33 -1.985 3.395 0.428
C34 -2.985 4.500 0.111
C35 -1.932 2.560 -2.657
C36 -1.732 1.598 -3.827
H25 -5.933 0.260 -1.575
H26 -4.423 -0.610 -1.297
H27 -4.569 0.460 -2.680
H28 -4.664 1.388 0.259
H29 -4.706 2.455 -1.148
H30 -0.957 3.733 0.268
H31 -2.047 3.090 1.474
H32 -2.947 4.792 -0.941
H33 -2.787 5.395 0.706
H34 -4.007 4.183 0.328
H35 -1.071 3.226 -2.557
H36 -2.812 3.187 -2.816
H37 -0.782 1.067 -3.744
H38 -1.724 2.125 -4.785
H39 -2.515 0.837 -3.867
N7 1.508 -4.851 6.819
C37 1.292 -4.117 5.958
C38 1.023 -3.203 4.885
C39 1.543 -1.909 4.916
C40 1.277 -1.034 3.877
C41 0.494 -1.396 2.769
C42 -0.005 -2.707 2.772
C43 0.242 -3.601 3.802
H40 2.152 -1.599 5.757
H41 1.698 -0.036 3.937
H42 -0.607 -3.065 1.940
H43 -0.159 -4.607 3.772

Output
spin multiplicity: 3
gap between HOMO and LUMO (spin up / spin down): 5.890 / 6.189 eV
F_max: 0.0165 Eh/bohr
charge: -1
calculated total energy: -3808.1360 hartree
energy relative to the best compared isomer or geometry (same formula, charge and spin): 15.80 kcal/mol

Which formula does entry 1 have? C43H42N7O8S3Ti

Among the records above, which one has the lowest F_max? C43H43BrCdN6O2S